Record 1
# C34H60Cl2F12N10O14S4

A 12-piece molecular cluster, C34H60Cl2F12N10O14S4 overall at a distorted geometry (wB97M-V/def2-TZVPD, the Open Molecules 2025 dataset).

```
! wB97M-V def2-TZVPD RIJCOSX def2/J DEFGRID3
* xyz 0 1
C -1.0518 -1.3719 -0.9006
C -1.0166 0.1104 -0.5924
O -1.4821 0.9978 -1.3068
N -0.1834 0.5358 0.6047
H 0.1737 -0.2909 1.0621
H 0.6411 1.0480 0.3256
C -1.1145 1.3914 1.5187
H -1.9161 -1.8200 -0.4105
H -0.0884 -1.8391 -0.6966
H -1.2766 -1.4026 -1.9668
H -0.4687 1.8048 2.2934
H -1.9111 0.7328 1.8648
H -1.5684 2.1906 0.9327
C 0.9292 4.0871 -5.3937
C 0.4186 5.3366 -4.6611
O -0.6572 5.3924 -4.0688
N 1.4623 6.4664 -4.7567
H 2.3018 6.2400 -5.2705
H 1.0707 7.2739 -5.2202
C 1.8145 6.9900 -3.3745
H 1.9226 4.0137 -4.9510
H 1.2196 4.3348 -6.4147
H 0.3390 3.1707 -5.3996
H 2.2837 7.9597 -3.5404
H 2.4708 6.1746 -3.0702
H 0.8873 6.9853 -2.8015
C 5.1369 11.1139 7.7716
C 4.3963 9.7809 8.0655
N 4.0841 8.9255 6.9296
C 5.0284 8.3187 6.0660
C 4.2917 7.6318 5.0802
N 2.9651 7.7599 5.3993
C 2.8587 8.5509 6.5075
C 1.9465 7.0980 4.6650
H 4.6674 11.6899 6.9743
H 6.1856 11.0191 7.4899
H 5.2580 11.7017 8.6815
H 3.4408 9.8345 8.5872
H 4.9641 9.2202 8.8080
H 6.0807 8.5498 6.1411
H 4.6097 7.0184 4.2501
H 1.9974 8.8744 7.0730
H 1.1512 6.6955 5.2924
H 2.2823 6.2348 4.0902
H 1.3813 7.8006 4.0527
C 0.9183 -10.0394 1.7935
C 0.7339 -9.7633 3.2204
N -0.3349 -8.7989 3.2386
C -0.2524 -7.4411 2.9014
C -1.5286 -6.9401 2.8925
N -2.3733 -7.9028 3.3576
C -1.6241 -9.0250 3.6055
C -3.8088 -7.7641 3.4350
H 0.0795 -10.6120 1.3977
H 1.7760 -10.7023 1.6802
H 1.2126 -9.2013 1.1618
H 1.5639 -9.2986 3.7526
H 0.4289 -10.6413 3.7898
H 0.6492 -6.9297 2.5981
H -1.8259 -5.9387 2.6180
H -1.9418 -9.9481 4.0673
H -4.2930 -7.7143 2.4597
H -4.0762 -6.8869 4.0242
H -4.2110 -8.7274 3.7485
C 3.5125 -4.2070 -4.0446
C 4.8973 -3.8476 -3.5001
N 5.3112 -2.5780 -4.0661
C 4.8591 -1.3111 -3.7463
C 5.6340 -0.3926 -4.4192
N 6.5807 -1.0906 -5.0843
C 6.3566 -2.4436 -4.9485
C 7.6535 -0.6167 -5.8807
H 3.1065 -5.0505 -3.4862
H 3.4642 -4.5979 -5.0610
H 2.8148 -3.3700 -4.0169
H 5.7181 -4.5466 -3.6609
H 5.0168 -3.6531 -2.4343
H 4.1447 -1.1907 -2.9453
H 5.8095 0.6355 -4.1390
H 6.9453 -3.2876 -5.2762
H 8.3754 -0.0262 -5.3166
H 7.2844 0.0493 -6.6607
H 8.2040 -1.4369 -6.3413
C -6.8486 -3.2922 -3.3184
C -5.8069 -2.4869 -3.9956
N -5.8715 -1.0253 -3.7844
C -5.4218 -0.1368 -4.7366
C -5.4788 1.1341 -4.0994
N -6.0880 0.9784 -2.8679
C -6.2818 -0.3355 -2.6808
C -6.3897 2.0970 -1.9942
H -6.9031 -3.1916 -2.2344
H -6.8175 -4.3631 -3.5190
H -7.8340 -2.8503 -3.4667
H -5.9067 -2.6300 -5.0715
H -4.8166 -2.9042 -3.8133
H -5.1368 -0.5581 -5.6893
H -5.1763 2.1274 -4.3964
H -6.7821 -0.7496 -1.8179
H -6.3257 1.7849 -0.9518
H -7.4169 2.4440 -2.1058
H -5.7189 2.9307 -2.2016
Cl 3.9673 3.2079 -0.4898
Cl 3.3462 -2.4903 2.3069
C 0.3315 2.8418 10.4275
F -0.5820 3.7340 10.0879
F 1.1951 3.2473 11.4157
F -0.3019 1.7111 10.7706
S 1.4138 2.3852 8.9029
O 0.4557 2.1302 7.7895
O 2.3134 3.5358 8.7733
O 2.0581 1.1465 9.3185
C -5.7242 4.4112 5.5779
F -4.8084 3.4704 5.8879
F -6.4950 3.9369 4.5741
F -6.5182 4.7309 6.5258
S -4.7100 5.9873 5.0216
O -3.8948 5.6740 3.8282
O -5.5618 7.1523 4.7406
O -3.8707 6.2298 6.1738
C -3.3998 -9.5779 -2.3545
F -4.3712 -8.8756 -1.8026
F -2.5380 -10.0738 -1.4730
F -3.9274 -10.5576 -3.0889
S -2.4348 -8.4332 -3.5372
O -1.3136 -9.2048 -4.0283
O -3.3564 -7.9403 -4.5991
O -2.0324 -7.3633 -2.6241
C 1.2908 -2.4008 -9.1605
F 2.1570 -1.8488 -8.3197
F 1.5566 -2.0788 -10.4493
F 1.3373 -3.7147 -8.9028
S -0.5323 -1.8403 -8.8039
O -1.3559 -2.9009 -9.4980
O -0.7360 -1.7992 -7.3695
O -0.6432 -0.4990 -9.3212
*
```

Atomic partial charges in e from the Mulliken method, atoms 1 to 8: C -1.017; C 0.591; O -0.514; N -0.088; H 0.364; H 0.316; C -0.796; H 0.275

---

Record 2
# C34H61Br24N2O4

A 12-piece molecular cluster, C34H61Br24N2O4 overall at a distorted geometry (wB97M-V/def2-TZVPD, the Open Molecules 2025 dataset).

```
! wB97M-V def2-TZVPD RIJCOSX def2/J DEFGRID3
* xyz 1 1
C -1.1469 -3.1876 -0.3798
C 0.1453 -2.3751 -0.9619
O 1.1304 -3.1120 -1.3320
O 0.2269 -0.9423 -1.0409
C 0.6540 -0.3568 0.2232
C 2.2742 -0.4903 0.4515
N 2.6791 -0.2422 1.8929
C 3.2675 1.1706 1.9103
N 2.8885 1.9183 3.1861
C 2.0918 2.9196 2.8217
O 1.1636 3.7413 2.5837
C 4.8726 1.1441 1.7158
O 5.3762 0.0256 0.9436
C 4.9593 -1.2647 1.4767
C 3.6697 -1.2291 2.4425
C 3.0474 -2.6813 2.7894
Br 1.2147 -3.2800 2.2521
C 3.8001 -3.6516 3.5680
C 3.1343 -5.1114 3.8889
Br 5.6131 -3.3412 4.2975
H -0.8029 -4.2482 -0.0478
H -1.5664 -2.6831 0.5716
H -1.9676 -3.3410 -1.1681
H 0.4236 0.7755 0.1588
H 0.0761 -0.7683 1.1329
H 2.5016 -1.6157 0.2484
H 2.8827 0.1016 -0.3182
H 1.8479 -0.2428 2.5280
H 2.7400 1.7670 1.0582
H 5.1871 2.1646 1.2904
H 5.3403 1.0917 2.7856
H 4.6979 -1.9330 0.5562
H 5.8960 -1.7554 1.9466
H 4.0227 -0.7977 3.4690
H 3.8428 -5.7799 4.5186
H 2.9322 -5.5979 2.8493
H 2.1123 -4.9572 4.4279
Br -0.6212 9.6903 3.2827
C -0.7077 7.8553 2.6316
C 0.6490 7.1949 2.6741
Br 1.7790 7.8026 1.2060
H -1.1388 7.8926 1.6303
H -1.4037 7.3482 3.3032
H 0.5564 6.1164 2.5327
H 1.1958 7.3898 3.5977
Br 3.2573 4.7752 -0.2402
C 4.5656 5.1666 -1.6340
C 5.4794 3.9895 -1.8675
Br 6.8210 3.8434 -0.4605
H 5.0936 6.0716 -1.3307
H 3.9752 5.3784 -2.5275
H 6.0491 4.1204 -2.7903
H 4.9521 3.0352 -1.9041
Br -0.4802 7.2825 -1.1016
C -2.0141 6.8336 -2.2180
C -3.1528 7.7983 -1.9957
Br -4.0855 7.4168 -0.3264
H -2.2763 5.7978 -1.9975
H -1.6478 6.9002 -3.2445
H -3.9092 7.6876 -2.7754
H -2.8338 8.8404 -1.9511
Br -3.0990 -3.6177 2.2698
C -4.6716 -3.7077 1.1210
C -5.2513 -5.0998 1.0960
Br -4.1933 -6.2854 -0.0337
H -4.3677 -3.3481 0.1364
H -5.3817 -3.0026 1.5565
H -6.2470 -5.0938 0.6475
H -5.3049 -5.5635 2.0819
Br -3.5974 -1.0835 -6.2486
C -2.0875 -0.9193 -5.0279
C -2.2755 -1.7858 -3.8071
Br -3.5430 -0.9855 -2.5598
H -1.9812 0.1406 -4.7933
H -1.2198 -1.2483 -5.6031
H -1.3414 -1.8703 -3.2477
H -2.6459 -2.7854 -4.0393
Br 11.1326 4.0934 -3.0205
C 9.4747 3.1836 -3.4912
C 9.0122 3.5697 -4.8752
Br 8.1977 5.3411 -4.8800
H 8.7494 3.4204 -2.7108
H 9.7131 2.1190 -3.4483
H 8.2262 2.8950 -5.2208
H 9.8175 3.5881 -5.6106
Br -4.6778 0.3676 1.7420
C -4.9368 2.1589 1.0188
C -4.1779 2.3431 -0.2724
Br -2.2734 2.6077 0.0578
H -4.6414 2.8620 1.7989
H -6.0121 2.2433 0.8488
H -4.5054 3.2496 -0.7855
H -4.2679 1.4943 -0.9517
Br -3.1927 -4.6661 -7.8912
C -4.7203 -5.0840 -9.0275
C -5.8435 -4.0981 -8.8180
Br -6.8055 -4.4629 -7.1622
H -5.0046 -6.1148 -8.8123
H -4.3398 -5.0225 -10.0489
H -6.5914 -4.1934 -9.6078
H -5.5050 -3.0623 -8.7677
Br 2.7295 -8.2639 5.6720
C 3.7748 -9.8560 5.2572
C 5.2521 -9.5495 5.2373
Br 5.7601 -8.6246 3.5978
H 3.4011 -10.2440 4.3088
H 3.5396 -10.5657 6.0528
H 5.8365 -10.4718 5.2359
H 5.5743 -8.9221 6.0693
Br -4.2251 3.9303 4.1314
C -2.5288 4.0387 5.0838
C -1.3931 3.5139 4.2404
Br -1.3887 1.5643 4.1873
H -2.6560 3.4984 6.0229
H -2.3901 5.1005 5.2968
H -0.4314 3.7875 4.6782
H -1.4280 3.8593 3.2062
Br -7.8096 -1.6396 1.1500
C -8.9596 -3.0018 0.3604
C -8.6761 -3.1705 -1.1125
Br -9.4555 -1.7187 -2.1533
H -9.9893 -2.7106 0.5716
H -8.7277 -3.9197 0.9046
H -9.1480 -4.0784 -1.4937
H -7.6108 -3.1941 -1.3476
*
```

Atomic partial charges in e from the Mulliken method, atoms 1 to 8: C -0.439; C 0.816; O -0.625; O -0.244; C -0.278; C -0.581; N 0.372; C 0.130

---

Going through the records in order, we get HOMO-LUMO gap values of 3.958, 8.525 eV.
Going through the records in order, we get HOMO level values of -6.4, -11.3 eV.